13
Properties=species:S:1:pos:R:3:forces:R:3 method="wB97M-V/def2-TZVPD" orbital_gap_ha="0.269 / 0.269" lumo_energy_ev="-12.39 / -12.39" total_charge=+2 e_tot_ha=-260.98165 relative_energy_ev=3.575
C -0.459 -0.785 0.159 1.283 -0.458 -1.499
N 0.477 0.158 -0.378 1.458 -1.175 -1.128
N -1.760 -0.663 0.002 3.450 -0.207 1.478
N 1.682 -0.281 -0.634 -2.113 -0.314 0.923
N -2.418 0.353 -0.424 -0.185 2.795 -1.654
H 0.129 -1.716 0.277 -1.316 0.087 0.685
H 2.445 0.081 0.557 2.579 0.034 2.139
H 0.234 1.108 -0.565 -0.127 1.085 -0.220
H -2.324 -1.302 0.519 -0.495 -1.417 0.273
H 3.180 0.173 1.205 -2.132 -0.201 -1.978
H 2.325 0.242 -1.266 -0.798 0.657 0.416
H -3.427 0.289 -0.174 0.882 0.995 -0.840
H -1.856 1.122 -0.975 -2.487 -1.882 1.406

---

20
Properties=species:S:1:pos:R:3:forces:R:3 method="wB97M-V/def2-TZVPD" orbital_gap_ha=0.257 lumo_energy_ev=3.70 total_charge=-1 e_tot_ha=-402.91058 relative_energy_ev=3.235
C 1.531 1.046 0.111 -0.852 0.567 -0.259
N 0.655 0.106 0.851 -0.311 0.086 -1.395
C -0.770 0.206 0.414 0.071 0.607 0.488
C -1.633 -0.477 1.525 0.818 0.208 1.606
O -2.747 -1.083 1.055 -0.746 -0.086 0.212
C -1.157 -0.405 -0.963 1.483 -1.696 1.329
O -1.425 -1.771 -0.754 0.089 -0.127 -0.470
C 2.307 0.529 -1.108 -1.185 -0.904 0.056
H 2.116 1.543 0.900 0.458 -0.025 -0.672
H 0.890 1.817 -0.376 0.206 -0.166 0.899
H 0.938 -0.860 0.667 -0.001 0.215 0.096
H -0.960 1.287 0.332 -0.141 -0.069 0.323
H -0.930 -1.206 2.015 -0.028 -0.002 -0.395
H -1.834 0.171 2.440 0.089 0.186 -1.065
H -2.112 -1.655 0.159 -0.575 -0.220 -0.685
H -2.009 0.155 -1.322 -0.365 0.247 -0.563
H -0.273 -0.413 -1.632 -0.548 0.804 -0.136
H 2.693 -0.447 -0.941 0.853 -0.928 0.554
H 3.106 1.160 -1.434 0.434 0.606 -0.209
H 1.613 0.297 -1.939 0.250 0.696 0.287

---

26
Properties=species:S:1:pos:R:3:forces:R:3 method="wB97M-V/def2-TZVPD" orbital_gap_ha=0.354 lumo_energy_ev=1.05 total_charge=0 e_tot_ha=-465.56873 relative_energy_ev=1.078 smiles=c1cc2c3c(c1)CC[C@H]3CCC2
C -2.624 -1.580 -0.140 -0.149 -2.192 2.303
C -1.365 -2.137 0.162 2.159 2.434 -0.444
C -0.176 -1.271 0.043 -0.614 -1.947 -0.812
C -0.435 0.062 -0.235 1.457 -0.679 1.251
C -1.703 0.694 -0.054 2.177 -2.483 -2.214
C -2.786 -0.212 -0.176 -1.967 4.256 0.629
C -1.365 2.159 -0.109 -0.012 1.923 1.245
C 0.189 2.270 0.239 -1.497 0.096 3.063
C 0.772 0.987 -0.301 -0.966 0.171 0.558
C 2.037 0.436 0.288 0.767 -1.724 2.252
C 2.481 -0.905 -0.427 -1.724 1.685 0.804
C 1.369 -1.873 0.094 -2.283 0.720 -2.729
H -3.517 -2.248 0.083 1.088 1.040 -0.795
H -1.170 -3.097 0.609 -0.531 -0.562 -0.447
H -3.841 0.330 -0.128 2.014 -1.707 -0.294
H -1.893 2.709 0.758 0.294 -0.317 -2.046
H -1.432 2.582 -1.131 -0.924 0.010 0.620
H 0.137 2.456 1.388 0.781 -0.986 -1.611
H 0.780 3.093 -0.123 -0.446 0.779 -0.477
H 1.044 1.334 -1.281 -0.100 -0.549 -1.210
H 1.784 -0.071 1.397 0.853 2.247 -2.339
H 2.803 1.254 0.303 -0.442 -0.848 0.321
H 2.606 -0.805 -1.549 -0.769 -0.235 1.148
H 3.426 -1.265 -0.085 0.715 -0.078 0.489
H 1.453 -2.295 1.082 0.731 -0.094 0.185
H 1.427 -2.607 -0.707 -0.611 -0.960 0.552

---

27
Properties=species:S:1:pos:R:3:forces:R:3 method="wB97M-V/def2-TZVPD" orbital_gap_ha=0.283 lumo_energy_ev=-0.41 total_charge=0 e_tot_ha=-1182.72234 relative_energy_ev=2.980
C -1.801 2.501 -3.054 0.761 1.522 -2.594
C -0.488 2.034 -2.997 1.916 2.007 -2.658
C -2.636 2.089 -2.089 -2.546 1.093 0.705
C -0.058 1.163 -2.027 -0.945 -0.734 -0.253
C -2.243 1.228 -1.089 -0.822 0.072 -0.145
C -1.019 0.678 -1.146 2.316 -1.877 2.482
C 2.273 -1.428 2.834 -1.132 1.071 -1.338
C 2.757 -1.093 -0.437 -2.070 1.045 -0.927
Si -1.716 -0.548 2.686 -0.468 0.982 -0.877
Si -0.388 -1.318 0.866 -1.358 0.414 -2.711
Si 1.821 -1.944 0.968 -0.613 1.210 1.583
H -2.162 3.236 -3.883 0.852 -1.453 1.631
H 0.287 2.472 -3.792 -1.696 -1.169 1.821
H -3.649 2.537 -2.041 0.582 -0.471 -0.027
H 0.928 0.774 -2.076 0.673 -0.163 0.103
H -2.954 1.066 -0.324 -0.527 -0.625 0.818
H 3.028 -2.124 3.064 0.892 -0.799 1.067
H 2.721 -0.432 2.800 0.149 -0.012 -0.015
H 1.443 -1.328 3.607 0.935 -0.698 -1.209
H 3.083 -1.646 -1.309 -0.351 -0.442 -0.087
H 2.239 -0.126 -0.807 0.482 -1.771 0.696
H 3.626 -0.732 -0.023 2.357 0.879 1.109
H -2.521 -1.428 3.508 -0.154 -0.739 0.119
H -2.833 0.404 2.066 1.416 -0.616 0.708
H -0.703 0.000 3.658 -0.428 0.304 -0.426
H -0.766 -2.622 0.073 -0.481 1.099 0.664
H 1.731 -3.414 0.964 0.260 -0.131 -0.238

---

19
Properties=species:S:1:pos:R:3:forces:R:3 method="wB97M-V/def2-TZVPD" orbital_gap_ha="0.305 / 0.300" lumo_energy_ev="0.68 / 0.25" total_charge=0 e_tot_ha=-1930.36898 relative_energy_ev=2.030 multiplicity=3
C 2.042 -0.370 0.365 -1.156 0.047 -0.284
O 2.089 -0.087 -1.063 0.310 -0.124 -0.341
C 1.217 0.906 -1.514 0.140 0.223 0.298
C -0.151 0.403 -1.937 -0.024 0.042 -0.508
O -0.931 -0.005 -0.811 0.120 0.322 -0.520
C -2.290 -0.281 -1.116 -0.239 -0.059 -0.060
H 2.631 -1.296 0.486 -0.336 0.284 -0.049
H 2.612 0.429 0.884 -0.416 -0.229 -0.032
H 1.665 1.370 -2.406 -0.077 -0.108 0.179
H 1.090 1.701 -0.754 0.002 -0.156 -0.180
H -0.055 -0.447 -2.631 0.017 0.155 0.165
H -0.685 1.217 -2.452 0.062 -0.140 0.114
H -2.787 -0.560 -0.180 0.136 0.012 -0.286
H -2.769 0.618 -1.529 0.120 -0.171 0.103
H -2.353 -1.095 -1.852 -0.049 0.125 0.217
Ni -0.014 -0.598 0.823 1.450 -0.331 1.130
O -0.911 0.473 2.289 -0.276 -1.296 0.345
C -1.061 -0.761 2.523 0.186 1.460 0.116
H -1.503 -0.977 3.531 0.031 -0.056 -0.408

---

19
Properties=species:S:1:pos:R:3:forces:R:3 method="wB97M-V/def2-TZVPD" orbital_gap_ha=0.402 lumo_energy_ev=0.90 total_charge=0 e_tot_ha=-348.17048 relative_energy_ev=0.934 smiles=CC[C@@H](O)CCO
C 2.678 -0.488 0.530 0.021 -0.051 0.028
C 1.528 0.140 -0.249 -0.029 0.046 -0.034
C 0.176 -0.534 0.003 0.025 0.019 -0.218
O -0.140 -0.558 1.387 -0.067 0.330 0.139
C -0.925 0.187 -0.788 0.047 0.189 0.024
C -2.360 -0.023 -0.295 0.029 -0.240 -0.069
O -2.746 1.108 0.493 -0.393 0.048 -0.067
H 3.605 0.079 0.390 -0.128 -0.092 0.012
H 2.444 -0.509 1.598 0.055 -0.007 -0.135
H 2.861 -1.518 0.205 -0.026 0.112 0.041
H 1.741 0.125 -1.327 -0.056 -0.018 0.146
H 1.426 1.199 0.029 0.021 -0.121 -0.022
H 0.246 -1.594 -0.279 -0.093 0.175 -0.040
H -0.446 0.330 1.625 0.027 -0.202 0.083
H -0.791 0.025 -1.865 -0.100 -0.091 0.205
H -0.805 1.262 -0.602 0.417 -0.020 -0.292
H -2.433 -0.879 0.382 0.027 0.074 -0.181
H -3.059 -0.176 -1.130 0.126 0.050 0.187
H -2.998 1.825 -0.106 0.098 -0.201 0.194